Entry from the Open Molecules 2025 dataset: the molecule C2H7PS in a non-equilibrium geometry (ωB97M-V/def2-TZVPD).

As for the SMILES: C[PH2]=CS. The calculation puts the HOMO energy at -0.2784 hartree. The multiplicity is 1. The orbital gap is 7.49 eV. The calculation puts the energy relative to the best compared isomer or geometry (same formula, charge and spin) at 424.1 kJ/mol. The value obtained for the total energy is -819.776648 Eh. The largest force on an atom comes out at 4.66 eV Å⁻¹. As for the total charge: 0.

Each line ends with the natural charge from an NBO analysis.
CARTESIAN COORDINATES (ANGSTROEM)
S1 -3.0891 0.4082 -0.0614  0.0513
H1 1.6509 1.6360 -0.0616  0.2220
H2 -3.0088 0.9773 1.1207  0.1073
H3 -1.6708 -1.4270 -0.8261  0.1711
H4 0.5883 -1.6520 0.2027  -0.0119
H5 0.5022 -0.1688 1.3206  -0.0441
P1 0.2058 -0.3517 0.0351  0.5607
H6 2.7464 0.0894 0.0644  0.2254
H7 1.9577 0.7310 -1.4581  0.2158
C1 -1.8513 -0.8542 0.0649  -0.6619
C2 1.9687 0.6116 -0.4011  -0.8357